1.
Below is the molecule C9H20NOPS3 at a distorted geometry, with properties calculated with ωB97M-V/def2-TZVPD.

Structure (XYZ):
```
35
Properties=species:S:1:pos:R:3
C 2.146 -1.655 2.756
C 2.462 -0.817 1.524
O 1.899 -1.585 0.546
P 0.858 -0.879 -0.558
S 1.866 -0.056 -1.999
S -0.301 0.750 0.061
C -0.310 2.042 -1.271
C -1.834 2.160 -1.759
C 0.260 3.456 -0.864
C 0.225 3.864 0.603
N -0.261 -2.210 -0.916
C -1.046 -2.407 -2.021
S -1.016 -1.460 -3.388
C -0.682 -3.001 0.291
C -2.096 -2.475 0.779
H 2.512 -1.027 3.543
H 1.105 -1.994 2.871
H 2.655 -2.668 2.817
H 3.530 -0.826 1.303
H 2.196 0.302 1.523
H 0.365 1.797 -2.105
H -1.838 2.190 -2.807
H -2.263 1.261 -1.333
H -2.345 3.061 -1.417
H -0.320 4.188 -1.358
H 1.295 3.451 -1.317
H -0.801 3.639 0.991
H 0.929 3.227 1.079
H 0.539 4.929 0.779
H -1.719 -3.304 -1.969
H 0.117 -2.864 0.980
H -0.668 -4.061 0.052
H -2.034 -1.345 0.786
H -2.982 -2.681 0.106
H -2.444 -3.004 1.694
```

Values from the calculation:
* total charge: 0
* HOMO energy: -7.9 eV
* orbital gap: 8.1145 eV
* SMILES: CCO[P@](=S)(S[C@@H](C)CC)N(C=S)CC
* ΔE to the lowest compared entry with this formula, charge and spin: 51.67 kcal per mole

Löwdin population analysis, charges in e, atoms 1 to 6:
1 C -0.074
2 C -0.357
3 O -0.353
4 P 0.178
5 S 0.288
6 S 0.682



2.
Below is a cluster of 2 separate species, C9H20O in total at a distorted geometry, with properties calculated with ωB97M-V/def2-TZVPD.

Structure (XYZ):
```
30
Properties=species:S:1:pos:R:3
C -0.014 0.048 2.625
C 0.821 -0.617 1.567
C 1.598 0.023 0.688
C 1.619 1.520 0.560
C 2.592 -0.712 -0.162
H -0.752 -0.643 3.027
H 0.617 0.381 3.451
H -0.532 0.924 2.238
H 0.966 -1.686 1.703
H 2.256 1.947 1.336
H 0.629 1.955 0.678
H 2.016 1.821 -0.408
H 2.564 -1.784 0.032
H 3.603 -0.353 0.062
H 2.418 -0.540 -1.224
C -2.106 1.285 -0.908
C -1.782 -0.151 -1.302
C -1.866 -1.089 -0.118
C -0.332 -0.175 -1.981
O 0.172 -1.465 -2.211
H -1.942 1.965 -1.742
H -3.149 1.370 -0.602
H -1.479 1.601 -0.077
H -2.478 -0.486 -2.078
H -2.771 -0.902 0.464
H -1.862 -2.130 -0.432
H -0.994 -0.931 0.556
H 0.368 0.444 -1.413
H -0.444 0.284 -2.967
H 0.265 -1.904 -1.361
```

Values from the calculation:
* total charge: 0
* HOMO energy: -8.9 eV
* orbital gap: 9.8220 eV
* SMILES: CC=C(C)C.CC(C)CO
* ΔE to the lowest compared entry with this formula, charge and spin: 20.44 kcal per mole

Löwdin population analysis, charges in e, atoms 1 to 6:
1 C -0.097
2 C -0.179
3 C -0.384
4 C -0.061
5 C -0.068
6 H 0.073



3.
Below is a structure of composition C9H21Cl2N3O7P2S2W, with properties calculated with ωB97M-V/def2-TZVPD.

Structure (XYZ):
```
47
Properties=species:S:1:pos:R:3
W -0.429 -0.120 1.751
C 0.546 -1.925 -2.451
C 1.321 -1.669 -1.164
O 2.564 -2.341 -1.249
P 1.560 0.127 -0.863
O 2.912 0.308 -0.100
O 1.807 0.902 -2.204
O 0.384 0.669 -0.082
P 0.433 -2.270 0.318
O 0.414 -3.823 0.278
O 1.142 -1.609 1.502
O -0.981 -1.690 0.403
H 1.146 -1.623 -3.310
H -0.412 -1.403 -2.448
H 0.347 -2.992 -2.550
H 3.139 -2.096 -0.509
H 3.654 0.711 -0.577
H 1.194 0.791 -2.943
H 1.222 -4.287 0.010
Cl 1.358 -1.323 4.777
C -0.181 -2.106 4.852
Cl -1.382 -1.498 3.576
H -0.686 -1.864 5.781
H -0.106 -3.171 4.672
S 1.574 3.194 4.299
C 0.911 2.105 3.447
N 0.386 1.235 2.769
C -6.454 3.138 0.082
C -5.086 2.975 -0.551
N -4.327 1.958 0.201
C -3.030 1.777 0.343
S -2.625 0.635 1.651
N -2.074 2.374 -0.334
C -2.146 3.267 -1.501
C -1.893 4.718 -1.134
H -7.029 3.876 -0.474
H -6.373 3.478 1.114
H -7.013 2.201 0.058
H -4.535 3.913 -0.517
H -5.182 2.661 -1.591
H -4.894 1.355 0.783
H -1.140 2.129 -0.038
H -3.102 3.129 -1.994
H -1.385 2.914 -2.199
H -2.651 5.097 -0.449
H -1.906 5.334 -2.033
H -0.920 4.839 -0.657
```

Values from the calculation:
* total charge: +2
* HOMO energy (alpha / beta): -14.3 / -14.1 eV
* orbital gap (alpha / beta): 7.0441 / 6.9693 eV

Löwdin population analysis, charges in e, atoms 1 to 6:
1 W 1.146
2 C -0.032
3 C -0.593
4 O -0.009
5 P 0.540
6 O -0.045



4.
Below is a structure of composition C9H21Cl2O5P2Tl at a distorted geometry, with properties calculated with ωB97M-V/def2-TZVPD.

Structure (XYZ):
```
40
Properties=species:S:1:pos:R:3
C 2.036 0.009 -6.135
C 1.911 -0.022 -4.660
H 2.941 0.549 -6.420
H 1.163 0.516 -6.573
H 2.113 -1.027 -6.492
O 2.692 0.344 -3.804
Cl 0.334 -0.864 -4.181
Tl 0.434 1.152 -2.221
P 1.123 -1.514 0.991
C 2.583 -1.508 2.043
C -0.075 -2.663 1.652
H 1.019 -2.023 -1.362
H 2.470 -2.727 -0.570
H 2.420 -0.982 -0.991
C 1.821 -1.838 -0.637
H -0.965 -2.689 1.011
H 0.383 -3.664 1.694
H 3.044 -2.505 2.027
H 2.306 -1.250 3.070
H -0.367 -2.372 2.673
H 3.291 -0.764 1.656
C 0.496 0.260 1.120
O 1.470 1.054 1.196
Cl -1.167 -0.855 -1.093
C -1.351 2.381 3.661
O -1.208 1.085 3.029
P -1.156 1.015 1.434
O -2.580 0.581 0.969
C -3.260 -0.654 1.288
O -1.029 2.476 0.851
C -1.946 3.186 -0.028
H -0.521 3.044 3.380
H -1.306 2.183 4.725
H -2.320 2.819 3.375
H -2.698 -1.307 1.975
H -4.225 -0.388 1.732
H -3.401 -1.182 0.340
H -2.063 2.685 -1.003
H -2.925 3.291 0.462
H -1.485 4.167 -0.184
```

Values from the calculation:
* total charge: +2
* HOMO energy: -15.9 eV
* orbital gap: 8.0220 eV
* ΔE to the lowest compared entry with this formula, charge and spin: 0.00 kcal per mole

Löwdin population analysis, charges in e, atoms 1 to 6:
1 C -0.047
2 C -0.765
3 H 0.108
4 H 0.109
5 H 0.114
6 O -0.034



5.
Below is a structure of composition C9H21Cl2O5P2Tl at a distorted geometry, with properties calculated with ωB97M-V/def2-TZVPD.

Structure (XYZ):
```
40
Properties=species:S:1:pos:R:3
C 3.089 4.868 -2.662
C 2.484 3.526 -2.756
H 3.779 4.871 -3.529
H 3.576 5.110 -1.675
H 2.216 5.549 -2.772
O 1.782 2.775 -3.456
Cl 0.322 4.466 -0.264
Tl 2.174 3.024 -0.309
P -1.561 -0.373 -1.129
C -1.903 -1.674 -2.346
C -2.955 -0.241 -0.029
H -1.275 1.965 -1.443
H -2.100 1.195 -2.818
H -0.356 1.023 -2.620
C -1.298 1.087 -2.083
H -2.766 0.549 0.708
H -3.848 0.035 -0.611
H -2.731 -1.337 -2.995
H -2.189 -2.614 -1.850
H -3.162 -1.189 0.486
H -1.004 -1.840 -2.958
C 0.019 -0.951 -0.331
O 1.015 -0.902 -1.125
Cl -0.255 1.629 1.100
C 0.246 -4.266 1.817
O -0.419 -3.100 1.252
P 0.286 -1.671 1.320
O -0.137 -0.962 2.622
C -1.443 -0.490 3.030
O 1.803 -1.947 1.641
C 2.540 -0.993 2.465
H 1.061 -4.606 1.160
H -0.519 -5.059 1.911
H 0.641 -4.041 2.828
H -2.246 -1.016 2.487
H -1.552 -0.663 4.113
H -1.524 0.588 2.812
H 2.246 0.047 2.223
H 2.356 -1.215 3.526
H 3.606 -1.156 2.260
```

Values from the calculation:
* total charge: +2
* HOMO energy (alpha / beta): -15.1 / -15.1 eV
* orbital gap (alpha / beta): 6.4029 / 6.4004 eV
* ΔE to the lowest compared entry with this formula, charge and spin: 63.16 kcal per mole

Löwdin population analysis, charges in e, atoms 1 to 6:
1 C -0.033
2 C -0.267
3 H 0.141
4 H 0.108
5 H 0.138
6 O 0.154



6.
Below is a structure of composition C9H21ClI2N2OPSSc at a distorted geometry, with properties calculated with ωB97M-V/def2-TZVPD.

Structure (XYZ):
```
39
Properties=species:S:1:pos:R:3
I 4.892 1.851 -2.971
I 4.365 -2.268 -2.874
Sc 0.258 -0.836 -1.432
P -0.658 0.007 -3.924
C 0.412 0.040 -5.373
C -1.777 -1.370 -4.417
H -2.520 1.466 -3.563
H -2.278 1.336 -5.332
H -1.178 2.333 -4.348
C -1.765 1.410 -4.352
H -2.541 -1.457 -3.638
H -2.284 -1.243 -5.395
H -0.080 0.046 -6.347
H 1.078 -0.811 -5.402
H -1.201 -2.302 -4.455
H 1.052 0.911 -5.377
C 1.625 0.382 -2.681
O 2.591 0.287 -3.376
Cl -1.795 0.261 -0.879
C 0.906 2.140 4.837
C -0.170 1.634 3.884
N 0.369 1.247 2.511
C 0.480 -0.003 2.075
S 1.613 -0.386 0.803
N -0.329 -0.981 2.669
C 0.069 -1.586 3.999
C -1.064 -2.175 4.813
H 1.650 1.343 4.951
H 0.432 2.357 5.810
H 1.400 3.046 4.456
H -0.689 0.718 4.213
H -0.909 2.425 3.743
H 0.984 1.930 2.046
H -0.455 -1.795 2.050
H 0.859 -2.299 3.809
H 0.558 -0.792 4.533
H -1.462 -3.041 4.283
H -0.640 -2.457 5.799
H -1.800 -1.369 4.854
```

Values from the calculation:
* total charge: +2
* HOMO energy (alpha / beta): -14.8 / -15.1 eV
* orbital gap (alpha / beta): 5.9665 / 6.2991 eV
* ΔE to the lowest compared entry with this formula, charge and spin: 68.71 kcal per mole

Löwdin population analysis, charges in e, atoms 1 to 6:
1 I 0.310
2 I 0.248
3 Sc 0.587
4 P 0.747
5 C -0.268
6 C -0.244



In the order shown, the computed M values come out to 285.44; 144.26; 664.11; 546.50; 546.50; 570.54 g/mol.